This record from OMol25 describes 4 unconnected molecules or ions with the total composition C16H37BO8. The level of theory is the ωB97M-V functional and the def2-TZVPD basis.

ORCA input file:
```
! wB97M-V def2-TZVPD RIJCOSX def2/J DEFGRID3
* xyz 0 1
O 0.7320 1.1438 2.4183
C 1.0568 1.4287 1.1546
O 2.0776 2.3734 0.6048
C 1.1993 3.2959 -0.1883
C 0.2457 2.1426 -0.8746
C -1.2346 2.5413 -1.4558
B -2.4165 2.6819 -0.3213
O -2.6468 3.8369 0.5689
O -3.3915 1.5412 -0.2067
O 0.4148 0.8989 -0.0888
H 1.7211 3.8481 -1.1040
H 0.6428 3.9798 0.6120
H 0.8726 1.8831 -1.8549
H -1.5903 1.7125 -2.2323
H -1.1333 3.6147 -1.9659
H -1.7920 4.2711 0.8636
H -3.4078 1.2536 0.7561
C 1.9502 -2.3063 3.4052
C 0.6454 -2.8222 3.9900
O 0.8211 -3.6008 5.1710
C 1.4395 -2.9461 6.2763
C 0.6727 -1.7281 6.7635
H 2.6258 -3.1411 3.1798
H 1.7610 -1.7467 2.4833
H 2.4729 -1.6428 4.0968
H 0.1645 -3.4736 3.2532
H -0.0540 -2.0021 4.1782
H 2.4752 -2.6894 6.0311
H 1.4886 -3.6800 7.0892
H 0.5982 -0.9565 5.9937
H 1.1699 -1.2883 7.6330
H -0.3479 -2.0068 7.0471
C 4.1011 -0.1374 -0.4632
C 4.1048 -0.3576 -1.9673
O 4.1975 0.8508 -2.7178
C 5.3612 1.6453 -2.4998
C 6.6567 0.9223 -2.8276
H 3.2723 0.5213 -0.1744
H 3.9928 -1.0918 0.0623
H 5.0245 0.3310 -0.1173
H 3.1618 -0.8337 -2.2542
H 4.9003 -1.0482 -2.2628
H 5.3701 2.0273 -1.4738
H 5.2711 2.5209 -3.1534
H 6.8041 0.0410 -2.1988
H 7.5120 1.5879 -2.6787
H 6.6531 0.5839 -3.8693
C -4.0576 -0.7257 -2.1354
C -5.1592 0.2039 -2.6181
O -5.6339 -0.1088 -3.9252
C -6.1989 -1.4059 -4.1016
C -7.4040 -1.6661 -3.2134
H -3.2096 -0.7090 -2.8317
H -3.7065 -0.4200 -1.1444
H -4.3992 -1.7601 -2.0638
H -4.7627 1.2232 -2.6637
H -5.9923 0.2296 -1.9093
H -5.4311 -2.1738 -3.9614
H -6.5127 -1.4724 -5.1499
H -7.1480 -1.6198 -2.1523
H -7.8188 -2.6578 -3.4159
H -8.1820 -0.9169 -3.3952
*
```

Frontier orbital gap   9.46 eV
SMILES   O=C1OC[C@H](CB(O)O)O1.CCOCC.CCOCC.CCOCC
Maximum force   9.68 eV/A

This record from OMol25 describes 2 unconnected molecules or ions with the total composition C3H5N3. The level of theory is the ωB97M-V functional and the def2-TZVPD basis.

ORCA input file:
```
! wB97M-V def2-TZVPD RIJCOSX def2/J DEFGRID3
* xyz 0 1
N 1.7670 -1.2892 1.2957
C 0.6992 -1.4301 0.7111
C 0.0250 1.8550 -0.1512
N -0.8373 1.1593 -0.7719
C -1.4308 0.2416 -1.3368
N -0.4490 -1.5199 0.3008
H 2.5546 -0.9029 0.7920
H 0.6968 1.3528 0.5403
H 0.0808 2.9284 -0.2872
H -2.3654 -0.0732 -0.8575
H -0.7409 -2.3216 -0.2354
*
```

Frontier orbital gap   8.92 eV
ΔE to the lowest compared entry with this formula, charge and spin   86.2 kcal per mole
Maximum force   0.81 eV/A

This record from OMol25 describes 3 unconnected molecules or ions with the total composition C18H35BN3O6S. The level of theory is the ωB97M-V functional and the def2-TZVPD basis.

ORCA input file:
```
! wB97M-V def2-TZVPD RIJCOSX def2/J DEFGRID3
* xyz -1 1
C 0.6457 2.6067 1.5764
C 1.0095 2.2777 0.1299
C 0.1657 1.1287 -0.4914
O -0.6358 0.5102 0.4792
B -1.1161 -0.8728 0.1356
C -0.4119 -1.9543 1.1704
C 0.9065 -2.5332 0.6675
C 2.1116 -1.6375 0.9577
C 3.3958 -2.4444 0.6656
S 4.6698 -1.4223 0.0207
O 4.8746 -0.2925 0.8755
O 4.4726 -1.1444 -1.3726
O 5.9278 -2.4110 0.1436
C -2.7441 -0.9050 0.2595
C -3.6006 -0.7844 -0.8433
C -4.9863 -0.8484 -0.7333
N -5.6070 -1.0327 0.4393
C -4.8089 -1.1130 1.5027
C -3.4210 -1.0588 1.4808
H -0.3878 2.9401 1.6332
H 1.2772 3.4358 1.9084
H 0.8316 1.7697 2.2406
H 2.0642 2.0010 0.0949
H 0.8271 3.1722 -0.4695
H -0.5080 1.5669 -1.2414
H 0.8140 0.4030 -0.9877
H -0.8288 -1.1985 -1.0207
H -1.0797 -2.7912 1.4026
H -0.2259 -1.4368 2.1190
H 0.8909 -2.7137 -0.4103
H 1.1280 -3.5045 1.1323
H 2.1192 -0.7504 0.3278
H 2.1351 -1.3352 2.0001
H 3.7594 -2.9441 1.5597
H 3.1947 -3.2079 -0.0833
H 6.6041 -2.0665 -0.4563
H -3.1688 -0.6468 -1.8273
H -5.5919 -0.7784 -1.6252
H -5.3025 -1.2427 2.4622
H -2.8628 -1.1442 2.4036
C -4.5520 -4.5350 -4.4063
C -4.5152 -3.4893 -3.3121
O -4.7250 -2.3090 -3.5303
N -4.2290 -3.9034 -2.0520
C -3.9470 -5.2431 -1.5855
H -4.7892 -4.0398 -5.3428
H -3.5831 -5.0266 -4.5031
H -5.3173 -5.2847 -4.1996
H -4.2113 -3.1478 -1.3774
H -4.6736 -5.5348 -0.8241
H -2.9506 -5.2802 -1.1405
H -3.9918 -5.9565 -2.4028
C 4.4358 6.4281 2.7410
C 3.2392 5.8086 2.0540
O 2.5236 4.9933 2.6043
N 2.9826 6.1913 0.7726
C 3.7123 7.1349 -0.0480
H 4.5011 6.0185 3.7439
H 5.3553 6.1919 2.2039
H 4.3255 7.5114 2.8084
H 2.1765 5.7344 0.3738
H 3.0564 7.9527 -0.3543
H 4.0858 6.6396 -0.9464
H 4.5540 7.5490 0.4968
*
```

Frontier orbital gap   6.73 eV
ΔE to the lowest compared entry with this formula, charge and spin   0.0 kcal per mole
Maximum force   1.01 eV/A

This record from OMol25 describes 2 unconnected molecules or ions with the total composition C8H15F8N3O2PS. The level of theory is the ωB97M-V functional and the def2-TZVPD basis.

ORCA input file:
```
! wB97M-V def2-TZVPD RIJCOSX def2/J DEFGRID3
* xyz 1 1
C 0.6642 -0.2854 2.7718
C -0.1156 0.6444 1.8660
O -1.5216 0.3275 2.1085
N -2.3378 1.4564 1.7609
C -3.5596 1.1350 2.3817
N -3.8560 1.7036 3.5775
N -4.3887 0.3092 1.8168
P -5.9214 -0.2133 2.5870
S -5.7420 -0.9487 4.3432
H 1.0923 0.3026 3.5668
H -0.0324 -0.9988 3.1803
H 1.4718 -0.7602 2.2414
H 0.0242 1.6814 2.1157
H 0.0774 0.4695 0.8177
H -2.4530 1.4627 0.7444
H -3.2934 2.5435 3.6842
H -3.6563 1.0781 4.3635
H -4.1161 -0.0595 0.9136
H -6.7102 0.9281 2.4342
H -6.2987 -1.1723 1.6533
C 1.5719 -1.1882 -2.5305
C 1.9754 -1.1834 -4.0173
C 3.2612 -1.9147 -4.4237
F 4.3402 -1.3565 -3.8427
F 3.3960 -1.8154 -5.7621
F 2.0030 0.0857 -4.4721
F 0.9731 -1.8387 -4.6688
O 1.8647 -0.0321 -1.7528
C 3.0539 0.1365 -1.0879
C 3.8130 1.3777 -1.5738
F 4.1128 1.2601 -2.8766
F 4.9576 1.4765 -0.8644
F 3.8146 -0.9675 -1.1229
F 2.7421 0.3691 0.2179
H 0.4848 -1.2142 -2.5496
H 1.8977 -2.0995 -2.0308
H 3.2059 -2.9724 -4.1498
H 3.2055 2.2731 -1.4208
*
```

Frontier orbital gap   8.42 eV
ΔE to the lowest compared entry with this formula, charge and spin   0.0 kcal per mole
Maximum force   1.44 eV/A

This record from OMol25 describes a single C4H6N2 molecule. The level of theory is the ωB97M-V functional and the def2-TZVPD basis.

ORCA input file:
```
! wB97M-V def2-TZVPD RIJCOSX def2/J DEFGRID3
* xyz 0 1
N 2.0370 -0.1750 -0.4270
C 0.7290 -0.1082 0.0818
C 0.2449 -0.7357 1.2020
N -1.1526 -0.3896 1.0870
C -1.5476 0.3009 0.0507
C -0.3685 0.4279 -0.8151
H 2.5799 -0.8224 0.1332
H 2.4966 0.7309 -0.4077
H -0.4598 -0.4162 -1.5213
H -1.8033 -0.6880 1.8046
H -2.5578 0.6724 -0.0786
H -0.2591 1.3412 -1.4054
*
```

Frontier orbital gap (spin up / spin down)   8.18 / 8.18 eV
ΔE to the lowest compared entry with this formula, charge and spin   75.9 kcal per mole
Maximum force   0.61 eV/A

This record from OMol25 describes a single C6H8O2 molecule. The level of theory is the ωB97M-V functional and the def2-TZVPD basis.

ORCA input file:
```
! wB97M-V def2-TZVPD RIJCOSX def2/J DEFGRID3
* xyz 0 1
C 0.2302 0.8627 1.7306
C 0.4247 -0.8537 -0.7303
C -0.0951 1.3551 0.3893
C -0.5498 -0.0038 -0.0888
C 1.7922 -0.3512 -0.8712
C -1.9218 -0.4851 0.2177
O 0.3568 0.1249 2.6477
O 0.0886 -1.9585 -1.2380
H -0.9589 2.0456 0.5188
H 0.6981 1.6318 -0.1137
H 1.9088 0.3181 -1.8465
H 2.4591 -1.1940 -1.1670
H 2.2594 0.3194 0.0138
H -2.5305 0.3669 0.3791
H -1.8406 -1.2213 0.9884
H -2.3213 -0.9568 -0.8298
*
```

Frontier orbital gap (spin up / spin down)   7.35 / 7.37 eV
ΔE to the lowest compared entry with this formula, charge and spin   97.0 kcal per mole
Maximum force   6.25 eV/A

This record from OMol25 describes a molecular structure, C54H41N3NiO8P2S. The level of theory is the ωB97M-V functional and the def2-TZVPD basis.

ORCA input file:
```
! wB97M-V def2-TZVPD RIJCOSX def2/J DEFGRID3
* xyz 0 3
Ni 1.0595 -0.6513 -0.2303
O -1.0779 -1.8581 -2.3681
S -0.7619 -0.5496 -1.7456
C -0.8749 0.6638 -3.0472
C -1.6904 0.2309 -4.0640
C -2.0184 1.0360 -5.1724
C -1.5151 2.2995 -5.2133
C -1.6979 3.4009 -6.2310
C -0.8640 4.5893 -5.6826
C -0.2300 4.0607 -4.4159
C 0.6297 4.6433 -3.5334
C 1.0796 3.8739 -2.4440
C 0.6896 2.5740 -2.1918
P 1.5155 1.7514 -0.7585
C 3.2740 2.0920 -1.1025
C 3.9411 3.2525 -0.7146
C 5.2794 3.4309 -1.0344
C 5.9598 2.4538 -1.7468
C 5.2970 1.3024 -2.1474
C 3.9616 1.1152 -1.8233
C 1.0284 2.8769 0.6041
C 1.8583 3.1127 1.7006
C 1.4104 3.8698 2.7763
C 0.1264 4.3948 2.7742
C -0.7134 4.1536 1.6943
C -0.2665 3.3977 0.6200
C -0.2524 1.9581 -3.0774
C -0.6525 2.7391 -4.1848
C -2.2299 -0.2053 -0.7732
C -3.0115 0.8944 -1.0116
C -4.2993 1.0528 -0.4462
C -4.7995 0.0278 0.2975
C -6.1651 -0.1780 0.9128
C -6.0669 -1.5376 1.6573
C -4.6797 -2.0493 1.3414
C -4.0523 -3.2139 1.6694
C -2.6997 -3.3678 1.2951
C -1.9765 -2.4251 0.5943
P -0.1568 -2.7026 0.4644
C -0.0603 -4.4327 -0.1508
C -0.3392 -4.6887 -1.4945
C -0.2923 -5.9833 -1.9843
C 0.0368 -7.0410 -1.1465
C 0.3200 -6.7931 0.1861
C 0.2740 -5.4954 0.6832
C 0.4231 -2.8908 2.1911
C -0.3298 -2.7339 3.3485
C 0.2809 -2.8075 4.5974
C 1.6428 -3.0465 4.6985
C 2.4004 -3.2153 3.5447
C 1.7983 -3.1294 2.3007
C -2.6669 -1.2562 0.1165
C -3.9875 -1.0981 0.5656
H -2.0924 -0.7717 -3.9914
H -2.6611 0.6440 -5.9505
H -2.7514 3.6587 -6.3418
H -1.3455 3.0803 -7.2121
H -1.4911 5.4552 -5.4669
H -0.1058 4.9169 -6.3943
H 0.9861 5.6579 -3.6613
H 1.7956 4.3315 -1.7720
H 3.4265 4.0311 -0.1669
H 5.7900 4.3323 -0.7203
H 7.0084 2.5876 -1.9816
H 5.8222 0.5313 -2.6958
H 3.4574 0.2012 -2.1171
H 2.8568 2.6935 1.7286
H 2.0673 4.0379 3.6211
H -0.2174 4.9924 3.6092
H -1.7191 4.5557 1.6857
H -0.9328 3.2171 -0.2166
H -2.6537 1.6627 -1.6866
H -4.8774 1.9414 -0.6681
H -6.9254 -0.2086 0.1313
H -6.4317 0.6398 1.5825
H -6.8343 -2.2394 1.3308
H -6.1909 -1.4108 2.7338
H -4.5474 -3.9951 2.2336
H -2.1870 -4.2707 1.6100
H -0.5754 -3.8709 -2.1572
H -0.4995 -6.1639 -3.0315
H 0.0800 -8.0514 -1.5335
H 0.5865 -7.6075 0.8479
H 0.5046 -5.3282 1.7261
H -1.3942 -2.5450 3.2918
H -0.3143 -2.6774 5.4929
H 2.1160 -3.0911 5.6712
H 3.4665 -3.3907 3.6114
H 2.3963 -3.2349 1.3985
C -1.6266 0.7362 2.4652
C -0.1721 0.5178 2.6692
N 0.7163 0.0557 1.8002
C 1.9267 0.0458 2.4507
C 1.7671 0.4865 3.7257
N 0.4383 0.7771 3.8410
C 2.6670 0.7567 4.8726
O 3.9382 0.4977 4.6928
O 2.1938 1.2090 5.8944
C 3.1519 -0.3474 1.7146
O 4.2395 -0.2892 2.3157
O 2.9652 -0.6885 0.5145
H -1.8374 0.8753 1.4113
H -1.9517 1.6278 3.0027
H -2.2028 -0.1203 2.8260
H 0.0334 1.1479 4.6877
H 4.1111 0.1565 3.7423
O 3.2053 -2.7180 -2.9614
N 2.5607 -2.4506 -1.9653
O 2.5235 -3.1477 -0.9613
O 1.8823 -1.3370 -1.9775
*
```

Frontier orbital gap (spin up / spin down)   7.64 / 8.20 eV
ΔE to the lowest compared entry with this formula, charge and spin   5.4 kcal per mole
Maximum force   0.70 eV/A

This record from OMol25 describes 2 unconnected molecules or ions with the total composition CH3N4Si. The level of theory is the ωB97M-V functional and the def2-TZVPD basis.

ORCA input file:
```
! wB97M-V def2-TZVPD RIJCOSX def2/J DEFGRID3
* xyz -1 1
C -0.9352 0.0618 0.0245
N -1.6481 0.5414 -0.9828
N -1.6567 -0.5394 0.9644
N -2.8911 0.3321 -0.6114
N -2.9123 -0.3675 0.5106
Si 2.1126 0.0166 0.0152
H 2.5109 -0.0741 -1.4280
H 2.7430 -1.2331 0.7910
H 2.6769 1.2623 0.7165
*
```

Frontier orbital gap (spin up / spin down)   7.65 / 7.89 eV
ΔE to the lowest compared entry with this formula, charge and spin   92.4 kcal per mole
Maximum force   1.87 eV/A

- The lowest maximum force belongs to which entry?
  C4H6N2

- Which of these has the highest maximum force?
  C16H37BO8

- Which of these has the highest maximum force?
  C16H37BO8

- Which of these has the lowest maximum force?
  C4H6N2